# 1
Entry from the Open Molecules 2025 dataset: one molecule with the formula C5H10O (the ωB97M-V functional and the def2-TZVPD basis).

Properties
E_tot: -271.6906 hartree
energy above the lowest of the compared OMol25 structures with the same formula, charge and spin: 38.9 kcal/mol
total charge: 0
HOMO: -0.3549 Ha
SMILES: CC[C@H]1C[C@H]1O

Atoms and positions in Å:
H  -0.17309  1.49630  -1.19885
H  2.25788  1.21848  -0.63538
C  -1.72171  0.15208  0.73008
H  -0.33215  -0.22111  -1.45724
H  0.64658  -1.95698  0.66118
H  0.23173  1.16219  1.27138
O  -0.30017  -2.00009  0.45188
H  2.12241  -0.52569  -0.95630
C  0.20048  0.52218  -0.85104
C  1.69212  0.45583  -1.18121
H  1.85481  0.64109  -2.25198
C  -0.25023  0.43429  0.62061
H  -0.94242  -1.18133  2.22668
H  -2.31832  0.02994  -0.16662
H  -2.21908  0.66557  1.55058
C  -0.74886  -0.89276  1.18625



# 2
Entry from the Open Molecules 2025 dataset: one molecule with the formula C5H10O (the ωB97M-V functional and the def2-TZVPD basis).

Properties
E_tot: -271.6961 hartree
energy above the lowest of the compared OMol25 structures with the same formula, charge and spin: 35.5 kcal/mol
total charge: 0
HOMO: -0.3207 Ha
SMILES: C/C=C(/C)CO

Atoms and positions in Å:
C  0.00874  1.44631  -0.22143
H  0.82831  2.18344  -0.22915
C  -0.36116  -0.88108  0.45544
H  2.27992  -1.15259  0.55059
H  -2.61358  -0.82217  0.40305
C  0.53408  0.06378  0.12498
H  2.00973  -0.71667  -1.13044
H  -0.47398  1.48069  -1.20848
H  -1.75407  -0.29085  -1.06084
O  -0.98198  1.82424  0.72432
H  -0.02646  -1.77509  0.99005
C  1.97267  -0.32077  -0.10054
C  -1.71298  -0.97075  -0.20005
H  -0.68828  1.42870  1.55951
H  -1.72749  -1.99107  -0.61034
H  2.70652  0.49389  -0.04665



# 3
Entry from the Open Molecules 2025 dataset: one molecule with the formula C5H10O (the ωB97M-V functional and the def2-TZVPD basis).

Properties
E_tot: -271.6976 hartree
energy above the lowest of the compared OMol25 structures with the same formula, charge and spin: 34.5 kcal/mol
total charge: 0
HOMO: -0.3484 Ha
SMILES: CCOC1CC1

Atoms and positions in Å:
C  0.97260  -0.18922  -1.89319
H  1.37229  -0.40975  1.08628
H  -0.20887  0.65014  2.69240
C  -0.29812  0.57492  -2.17684
H  0.72899  1.45478  -0.40971
H  1.91301  0.21360  -2.25887
H  -0.23680  1.49658  -2.74819
C  0.33584  -0.76671  1.15994
H  0.35558  -1.85452  1.00364
C  0.26022  0.54682  -0.79618
H  -1.20037  -0.00781  -2.33533
O  -0.46457  -0.16841  0.14955
H  -1.28655  -0.75267  2.58351
H  0.32259  -0.92855  3.31652
H  0.90726  -1.27332  -1.88785
C  -0.24283  -0.43061  2.52147



# 4
Entry from the Open Molecules 2025 dataset: one molecule with the formula C5H10O (the ωB97M-V functional and the def2-TZVPD basis).

Properties
E_tot: -271.7055 hartree
energy above the lowest of the compared OMol25 structures with the same formula, charge and spin: 29.6 kcal/mol
total charge: 0
HOMO: -0.3566 Ha
SMILES: CCC1(O)CC1

Atoms and positions in Å:
C  1.93005  0.23168  0.11486
H  0.97824  -1.39599  -1.00270
H  -1.35684  1.16824  1.51417
H  -1.88944  0.26717  -1.48873
H  0.65956  0.22148  -1.62849
H  -0.59177  -2.06860  0.89176
C  -0.46057  -0.31321  0.13251
C  -1.00841  1.00184  0.49641
H  -0.69429  1.90826  -0.02460
H  1.48719  1.11262  0.62694
H  2.76746  0.55409  -0.50197
H  2.28453  -0.43418  0.90431
C  -1.80166  -0.04922  -0.44830
H  -2.64952  -0.66662  -0.11912
C  0.79927  -0.35831  -0.70620
O  -0.45380  -1.17926  1.23915



# 5
Entry from the Open Molecules 2025 dataset: one molecule with the formula C5H10O (the ωB97M-V functional and the def2-TZVPD basis).

Properties
E_tot: -271.7185 hartree
energy above the lowest of the compared OMol25 structures with the same formula, charge and spin: 21.4 kcal/mol
total charge: 0
HOMO: -0.3480 Ha
SMILES: CCC(=O)CC

Atoms and positions in Å:
H  1.08101  -0.41125  -1.79595
H  -3.34133  -0.37196  0.39330
H  -1.51858  -0.48538  -1.41907
O  0.15329  0.52190  1.14491
H  -2.09910  0.22508  1.52326
H  2.18886  -1.12104  0.84361
C  -1.42610  0.14118  -0.52613
H  2.35027  0.55514  1.19952
C  0.00531  0.30100  -0.03946
H  1.60784  1.13176  -1.23808
H  3.36487  -0.09469  -0.06891
H  -1.98962  -1.41255  0.88927
H  -1.76403  1.14627  -0.81359
C  1.27991  0.16379  -0.84265
C  -2.27654  -0.38544  0.63475
C  2.36381  -0.15688  0.34119



# 6
Entry from the Open Molecules 2025 dataset: a 2-piece molecular cluster, C5H10O overall (the ωB97M-V functional and the def2-TZVPD basis).

Properties
E_tot: -271.6780 hartree
energy above the lowest of the compared OMol25 structures with the same formula, charge and spin: 46.8 kcal/mol
total charge: 0
HOMO: -0.3375 Ha
SMILES: C[C@H]1CC1=O.C

Atoms and positions in Å:
H  -0.91366  1.14007  -0.74295
H  1.75182  -0.18644  -1.29058
H  -2.23316  0.09214  -1.45600
C  -0.72325  -0.10853  1.75230
H  2.98468  1.08438  -1.34401
C  2.11319  0.71641  -0.80233
C  -1.24561  -0.72753  0.47141
H  -2.05430  -1.44290  0.61890
H  -1.55661  0.34413  2.30079
H  2.38459  0.48482  0.23128
O  0.22479  -1.81309  -1.32519
H  -0.25921  -0.85944  2.39938
C  -1.35133  0.14550  -0.82224
H  1.33162  1.48160  -0.81350
H  0.01584  0.67720  1.56068
C  -0.46940  -1.02832  -0.73792



# 7
Entry from the Open Molecules 2025 dataset: one molecule with the formula C5H10O (the ωB97M-V functional and the def2-TZVPD basis).

Properties
E_tot: -271.7145 hartree
energy above the lowest of the compared OMol25 structures with the same formula, charge and spin: 23.9 kcal/mol
total charge: 0
HOMO: -0.3757 Ha
SMILES: C[C@@H](O)C1CC1

Atoms and positions in Å:
H  -0.15313  1.12976  -2.58781
C  -0.06304  -1.34096  1.43467
H  -0.73402  -0.83051  -1.17559
C  -1.18636  1.26917  -0.61430
H  -1.12919  1.89743  0.27158
C  -0.32485  0.03756  -0.66096
C  0.01226  1.21828  -1.51811
H  0.70228  -1.85929  2.02344
H  0.79374  0.60657  1.06192
H  0.89076  1.79783  -1.24762
O  1.77972  -0.82282  -0.07456
H  2.37776  -1.04676  0.65194
H  -0.61428  -2.10162  0.87246
H  -2.17356  1.22728  -1.06601
C  0.57859  -0.31697  0.49462
H  -0.75667  -0.86497  2.13433



# 8
Entry from the Open Molecules 2025 dataset: C5H10O as an isolated structure (the ωB97M-V functional and the def2-TZVPD basis).

Properties
E_tot: -271.6048 hartree
energy above the lowest of the compared OMol25 structures with the same formula, charge and spin: 92.7 kcal/mol
total charge: 0
HOMO: -0.2997 Ha

Atoms and positions in Å:
H  -0.14079  -1.78629  -0.10013
C  0.84564  0.15285  0.51385
H  -2.72482  0.26116  -1.26970
H  -1.02240  0.64316  -0.98302
H  1.35944  0.35881  1.46206
H  2.39158  0.99440  -0.75037
C  1.86649  0.04264  -0.60800
H  -0.11841  -1.53153  1.66644
H  -2.24622  -0.07335  1.08107
C  -1.28157  -0.02955  0.57776
C  -0.38330  1.04155  0.28719
H  1.37055  -0.20982  -1.55291
O  -1.87195  -0.19512  -1.16430
H  -0.50717  2.09160  0.54395
C  -0.15521  -1.03259  0.69228
H  2.61812  -0.72794  -0.39618



# 9
Entry from the Open Molecules 2025 dataset: one molecule with the formula C5H10O (the ωB97M-V functional and the def2-TZVPD basis).

Properties
E_tot: -271.6719 hartree
energy above the lowest of the compared OMol25 structures with the same formula, charge and spin: 50.7 kcal/mol
total charge: 0
HOMO: -0.3776 Ha
SMILES: CC(C)[C@H]1CO1

Atoms and positions in Å:
H  -2.45567  -1.14322  0.92976
H  1.46507  1.98566  -0.00787
C  -1.76219  -0.42688  0.66114
H  0.53668  0.15951  -1.64746
H  2.37042  -0.22191  0.02231
H  0.49983  1.22749  1.09908
C  1.46871  -0.81359  0.04860
H  -0.32266  2.10411  -0.24782
O  -2.11326  0.45716  -0.45989
H  1.72005  -1.67922  -0.58457
C  0.48562  1.41701  0.07868
H  -1.33077  -1.43658  -1.22220
H  1.40132  -1.30012  1.06015
H  -1.26429  0.11108  1.50292
C  0.34454  0.06580  -0.58910
C  -1.04339  -0.50630  -0.64375



# 10
Entry from the Open Molecules 2025 dataset: one molecule with the formula C5H10O (the ωB97M-V functional and the def2-TZVPD basis).

Properties
E_tot: -271.6279 hartree
energy above the lowest of the compared OMol25 structures with the same formula, charge and spin: 78.3 kcal/mol
total charge: 0
HOMO (spin up / spin down): -0.2507 / -0.2488 Ha

Atoms and positions in Å:
H  -2.69732  0.03911  -0.66437
H  -1.84628  0.09315  1.67389
H  -1.22828  0.86238  -1.19479
H  3.21717  0.40467  0.36428
C  -1.60695  0.01337  -0.59670
C  1.08529  0.50345  0.31345
H  -1.69496  -2.14617  -0.82703
C  2.38839  0.79155  0.96857
C  -1.19850  0.17647  0.81361
H  -1.14093  -1.28945  -2.27970
H  0.92047  0.63260  -0.75065
H  -0.06609  -1.50543  -0.84624
H  2.42319  0.30044  1.94640
O  0.05676  0.36334  1.10822
H  2.56538  1.86746  1.11839
C  -1.09032  -1.31019  -1.18485



# 11
Entry from the Open Molecules 2025 dataset: one molecule with the formula C5H10O (the ωB97M-V functional and the def2-TZVPD basis).

Properties
E_tot: -271.6104 hartree
energy above the lowest of the compared OMol25 structures with the same formula, charge and spin: 89.2 kcal/mol
total charge: 0
HOMO: -0.3002 Ha

Atoms and positions in Å:
C  1.04499  -0.03294  -0.77413
C  -1.75430  -0.23085  -0.67758
H  2.50571  -1.32186  -0.29465
H  0.92603  0.82323  1.27003
H  -1.09648  -0.53945  -1.49286
H  -2.46293  0.01730  1.80570
H  -2.59572  -0.92597  -0.60515
H  -2.13028  0.77288  -0.90314
H  2.97171  0.32130  0.23634
C  -0.95523  -0.13018  0.61534
H  0.05874  1.62373  -0.06007
H  3.00656  -0.18976  -1.52109
O  -1.67606  0.55050  1.62850
C  0.34637  0.63587  0.34821
C  2.47656  -0.24662  -0.56600
H  -0.66566  -1.12718  0.99056



# 12
Entry from the Open Molecules 2025 dataset: C5H10O as an isolated structure (the ωB97M-V functional and the def2-TZVPD basis).

Properties
E_tot: -271.5736 hartree
energy above the lowest of the compared OMol25 structures with the same formula, charge and spin: 112.3 kcal/mol
total charge: 0
HOMO: -0.3109 Ha

Atoms and positions in Å:
H  -0.30604  -2.74714  -0.75166
C  1.31821  1.60254  -1.45200
H  -0.45494  -0.25692  -1.34043
C  -0.78167  0.65578  1.75328
H  -0.07628  -2.28203  0.94753
H  -0.34943  1.48723  0.87107
H  -1.72497  -0.71849  -0.19424
O  0.26176  2.07224  -1.79788
H  -1.85050  0.41535  1.82351
H  -0.35207  1.15882  2.63318
H  1.61737  0.56671  -1.70540
H  2.06836  2.18353  -0.88359
C  0.04259  0.26182  0.70865
C  0.06641  -1.95983  -0.09074
C  -0.63274  -0.61169  -0.31714
H  1.14440  -1.84304  -0.24468



# 13
Entry from the Open Molecules 2025 dataset: C5H10O as an isolated structure (the ωB97M-V functional and the def2-TZVPD basis).

Properties
E_tot: -271.6221 hartree
energy above the lowest of the compared OMol25 structures with the same formula, charge and spin: 81.9 kcal/mol
total charge: 0
HOMO: -0.3330 Ha

Atoms and positions in Å:
H  -2.63205  -0.11362  0.06435
C  0.39652  0.65142  -0.25452
H  1.08815  -1.21462  -0.07355
H  -0.87381  1.28419  1.31518
H  0.65529  0.79106  -1.31683
H  -0.75384  -1.90229  -0.70186
C  -1.65285  0.08633  -0.35139
C  -0.59677  -0.96506  -0.10898
H  2.57549  -0.48085  -0.88036
C  2.10952  -0.62270  0.10963
C  -0.87939  1.27899  0.22086
H  -1.17224  2.26069  -0.15999
H  -1.72812  0.21838  -1.43666
H  2.89336  -0.84962  0.84928
O  1.48352  0.57306  0.53746
H  -0.59884  -1.31798  0.94165



# 14
Entry from the Open Molecules 2025 dataset: a 3-piece molecular cluster, C5H10O overall (the ωB97M-V functional and the def2-TZVPD basis).

Properties
E_tot: -271.6023 hartree
energy above the lowest of the compared OMol25 structures with the same formula, charge and spin: 94.3 kcal/mol
total charge: 0
HOMO: -0.2798 Ha

Atoms and positions in Å:
H  -1.55754  -1.25616  0.37884
H  0.48061  -0.52013  -1.85120
H  1.38380  -1.13432  2.04019
C  1.31531  0.72455  0.45118
H  0.26753  -2.13811  -1.10629
H  -2.62793  0.89785  -0.11641
C  -1.64776  0.66125  -0.53113
H  -0.83823  1.54420  0.43137
C  0.18311  -1.05916  -0.94596
H  0.05159  1.50882  0.68610
H  -1.37623  1.25557  -1.40615
H  1.57054  1.30169  -0.43553
H  1.93306  0.96931  1.31648
C  -1.14125  -0.61149  -0.39359
C  0.93781  -0.59457  0.25571
O  1.06558  -1.54931  1.22639



# 15
Entry from the Open Molecules 2025 dataset: one molecule with the formula C5H10O (the ωB97M-V functional and the def2-TZVPD basis).

Properties
E_tot: -271.7003 hartree
energy above the lowest of the compared OMol25 structures with the same formula, charge and spin: 32.8 kcal/mol
total charge: 0
HOMO: -0.3466 Ha
SMILES: CCOC1CC1

Atoms and positions in Å:
H  -2.01788  0.95989  -1.19740
H  -2.98774  -0.55656  -0.85540
H  1.36028  -1.37244  0.67384
H  2.75559  -0.10028  -0.97703
C  -0.97954  -0.47772  0.08999
H  1.09831  0.11560  1.60539
H  3.43342  0.01222  0.66269
H  -2.56660  -0.20766  1.64554
H  -0.95010  -1.55880  0.24565
C  1.29361  -0.27459  0.59384
C  -2.18929  0.11025  -0.54348
C  -1.93760  0.31823  0.93201
H  -1.62371  1.31129  1.24030
O  0.24096  0.07443  -0.28288
H  2.53291  1.38087  -0.02834
C  2.58334  0.28950  0.03088